[1]
Formula: C49H124N4O21S11
Source: the Open Molecules 2025 dataset
Level of theory: ωB97M-V/def2-TZVPD

Each line ends with the Mulliken charge.
Geometry (Å):
C1 16.78426 -18.73856 -2.97844  1.143
C2 16.29157 -19.46694 -4.28332  0.445
C3 16.21128 -20.94091 -4.11594  0.901
C4 15.67926 -21.54862 -5.43773  1.626
N1 16.40101 -22.88669 -5.85117  0.952
C5 16.15872 -24.01085 -4.77080  0.294
C6 17.32174 -24.97514 -5.02048  0.287
C7 18.29353 -24.21117 -5.88818  -0.277
C8 17.84626 -22.77113 -6.01325  0.760
C9 15.87436 -23.41568 -7.21408  1.045
H1 16.55693 -17.67629 -3.06794  -0.413
H2 17.86708 -18.84955 -2.92124  -0.214
H3 16.47096 -19.14927 -2.01862  -1.170
H4 16.75571 -19.17787 -5.22624  0.325
H5 15.29594 -19.03484 -4.38398  -0.835
H6 15.48598 -21.24580 -3.36156  -0.051
H7 17.18610 -21.29866 -3.78448  0.010
H8 15.81979 -20.87383 -6.28213  -0.116
H9 14.63628 -21.85232 -5.34793  -1.558
H10 15.17482 -24.41798 -5.00380  -0.311
H11 16.15736 -23.53901 -3.78821  0.118
H12 16.93762 -25.79868 -5.62244  -0.698
H13 17.80154 -25.35949 -4.12038  0.345
H14 18.53924 -24.57542 -6.88570  -0.098
H15 19.24606 -24.26866 -5.36141  0.359
H16 18.06402 -22.19472 -6.91238  -0.342
H17 18.31608 -22.05599 -5.33800  -0.685
H18 14.79503 -23.52607 -7.10929  -0.636
H19 16.33338 -24.30789 -7.63994  -0.091
H20 15.94334 -22.56473 -7.89174  -0.397
O1 13.66069 -21.38021 -8.03833  0.197
C10 12.53713 -21.76623 -7.56739  0.143
O2 11.59519 -21.04627 -7.81784  -0.724
O3 12.46880 -22.75824 -6.82010  -0.647
H21 13.06684 -20.78218 -8.49801  -0.109
C11 13.98581 -15.99525 -2.86317  -0.485
S1 14.55401 -15.82725 -1.11535  0.218
O4 15.07660 -17.22477 -0.73659  -0.364
C12 16.08894 -14.74923 -1.44192  -0.695
H22 13.95647 -15.13411 -3.53077  0.511
H23 12.95948 -16.35530 -2.93467  0.382
H24 14.54151 -16.76025 -3.40545  -0.243
H25 16.83934 -15.35252 -1.95282  -0.086
H26 16.57106 -14.42239 -0.52059  0.434
H27 15.90061 -13.86710 -2.05387  0.383
C13 16.13197 -23.35703 -0.04179  0.054
S2 17.92180 -22.88259 -0.46815  0.154
O5 17.98968 -23.13889 -1.98105  -0.512
C14 17.66794 -21.04686 -0.24013  0.299
H28 15.43735 -22.76602 -0.63872  -0.197
H29 15.95829 -23.06629 0.99427  0.438
H30 16.02508 -24.43723 -0.14095  -0.073
H31 18.57498 -20.52215 -0.54020  0.234
H32 17.46476 -20.70548 0.77490  0.444
H33 16.86115 -20.74729 -0.90904  -0.817
C15 24.31285 -23.40629 -6.65410  -1.090
S3 22.56606 -23.53545 -6.14795  0.511
O6 21.80630 -22.79160 -7.21585  -0.435
C16 22.35110 -25.29595 -6.65850  -0.883
H34 24.69208 -22.38438 -6.65266  0.332
H35 24.27794 -23.69782 -7.70381  0.310
H36 24.98489 -24.08704 -6.13155  0.379
H37 23.09300 -25.93142 -6.17490  0.538
H38 22.44601 -25.34574 -7.74322  0.271
H39 21.39634 -25.58050 -6.21626  0.139
C17 14.40103 -19.75654 0.89274  -0.266
S4 15.26060 -20.03223 2.53409  0.509
O7 16.29525 -18.90018 2.68410  -0.659
C18 14.02765 -19.41155 3.68496  -1.043
H40 13.93432 -18.78417 0.73536  0.436
H41 13.67517 -20.56722 0.82926  0.296
H42 15.11529 -19.91476 0.08472  -0.368
H43 14.46284 -19.28326 4.67605  0.375
H44 13.23295 -20.14672 3.81180  0.362
H45 13.68973 -18.38760 3.52549  0.296
C19 11.10958 -21.79267 -1.73394  -0.764
S5 12.45161 -20.63086 -2.20795  0.460
O8 13.66101 -21.29235 -1.55366  -0.394
C20 12.46455 -21.04898 -4.03959  0.281
H46 11.23155 -22.76016 -2.22094  -0.011
H47 10.12673 -21.42085 -2.02352  0.405
H48 11.29090 -22.00562 -0.68043  0.336
H49 11.47921 -21.17595 -4.48798  0.637
H50 13.00752 -21.98438 -4.17492  -0.777
H51 12.88166 -20.21271 -4.60064  -0.097
C21 19.23598 -28.04517 -8.54580  -0.631
S6 17.56414 -28.51238 -7.94739  0.227
O9 17.49320 -28.02087 -6.48889  -0.468
C22 16.48959 -27.43955 -9.03194  -0.072
H52 20.04572 -28.69528 -8.21447  0.391
H53 19.48125 -27.07800 -8.10703  -0.092
H54 19.37308 -27.87509 -9.61367  0.390
H55 16.91967 -26.44785 -8.89176  -0.182
H56 15.47948 -27.50072 -8.62692  -0.176
H57 16.48421 -27.62070 -10.10677  0.550
C23 17.56490 -13.50310 -6.86724  -1.003
S7 18.61602 -14.19553 -5.56352  0.454
O10 18.35599 -13.46726 -4.25452  -0.626
C24 17.89729 -15.87341 -5.30462  0.254
H58 16.48009 -13.60624 -6.84128  0.309
H59 17.81799 -13.89714 -7.85151  0.339
H60 17.93594 -12.49491 -7.05163  0.403
H61 17.88141 -16.32345 -6.29726  0.038
H62 16.83609 -15.75477 -5.08582  0.132
H63 18.39145 -16.49525 -4.55814  -0.192
C25 11.98899 -17.72452 -7.83925  -0.548
S8 13.09623 -17.13169 -6.50835  0.354
O11 12.56814 -17.65337 -5.18276  -0.511
C26 14.58012 -17.98337 -7.11194  1.051
H64 12.32034 -18.71487 -8.15155  -0.153
H65 12.16666 -17.01838 -8.65035  0.416
H66 10.93531 -17.65557 -7.56886  0.376
H67 14.73813 -17.60379 -8.12141  0.650
H68 14.32600 -19.04328 -7.10156  -0.821
H69 15.38808 -17.84367 -6.39376  -0.698
C27 18.21126 -22.73168 -11.97300  -1.353
S9 18.33890 -23.09674 -10.18685  1.082
O12 17.43405 -24.28725 -9.89701  -0.664
C28 20.05680 -23.75695 -10.17020  -1.249
H70 19.03388 -22.01830 -12.02262  0.434
H71 17.32954 -22.20637 -12.34002  0.297
H72 18.35843 -23.61365 -12.59637  0.426
H73 20.83236 -23.11349 -10.58561  0.447
H74 20.08487 -24.62359 -10.83067  0.456
H75 20.50920 -24.08662 -9.23491  0.091
C29 21.60779 -18.55450 -6.25798  -1.168
S10 19.97103 -19.03966 -5.53065  0.771
O13 19.26564 -19.88051 -6.60030  -0.531
C30 20.70193 -20.20486 -4.30459  -0.478
H76 22.16241 -17.89583 -5.58965  0.345
H77 21.46077 -18.01730 -7.19495  0.367
H78 22.21980 -19.44118 -6.42328  0.321
H79 21.07512 -21.09548 -4.81018  -0.035
H80 19.89597 -20.57128 -3.66876  -0.093
H81 21.38663 -19.75522 -3.58548  0.502
C31 16.61044 -19.99687 -9.41626  1.012
S11 17.13482 -18.29089 -9.84506  0.159
O14 17.34827 -17.66479 -8.47530  -0.453
C32 18.81559 -18.80276 -10.33955  -0.532
H82 15.72494 -19.93222 -8.78396  -0.793
H83 17.44133 -20.38668 -8.82822  -0.405
H84 16.41528 -20.62196 -10.28762  0.454
H85 18.76148 -19.53047 -11.14925  0.257
H86 19.18918 -19.33509 -9.46480  -0.080
H87 19.46091 -17.95187 -10.55784  0.426
C33 10.47087 -24.48940 -9.03661  0.103
O15 9.63300 -24.12665 -9.82066  -0.622
N2 11.38060 -25.46916 -9.20331  0.226
C34 12.40452 -25.79398 -8.19385  -0.247
C35 11.40037 -26.27668 -10.44705  -0.960
H88 10.59582 -24.07869 -8.02276  0.410
H89 13.35384 -25.88766 -8.72123  -0.018
H90 12.04555 -26.76245 -7.84555  0.663
H91 12.47443 -25.10411 -7.35284  -0.402
H92 12.36541 -26.09565 -10.92034  0.249
H93 11.33290 -27.34741 -10.25448  0.315
H94 10.60160 -25.92555 -11.10036  0.336
C36 21.61311 -16.35513 -0.18764  0.175
O16 21.32174 -16.53770 0.99375  -0.567
N3 20.86718 -16.79345 -1.25435  0.256
C37 19.64930 -17.53203 -1.13247  -0.497
C38 21.14006 -16.39678 -2.66770  -0.756
H95 22.50153 -15.83837 -0.58242  0.278
H96 19.14761 -17.52185 -0.16484  0.373
H97 19.85891 -18.51901 -1.54486  0.110
H98 18.90884 -17.07539 -1.78920  -0.130
H99 21.92432 -15.64018 -2.69213  0.359
H100 21.51927 -17.21779 -3.27618  0.204
H101 20.28154 -15.93326 -3.15368  0.113
C39 12.06034 -22.41944 -11.42564  0.113
O17 11.48419 -21.71700 -12.29072  -0.701
N4 13.22043 -23.10676 -11.65519  0.506
C40 13.82713 -23.72166 -10.54738  -0.206
C41 13.95310 -23.28480 -12.95719  -0.657
H102 11.64717 -22.45396 -10.40568  0.417
H103 14.13651 -24.75831 -10.68060  0.320
H104 13.19927 -23.75737 -9.65708  -0.741
H105 14.71697 -23.19203 -10.20713  0.181
H106 14.11666 -24.34674 -13.14049  0.330
H107 13.62468 -22.67543 -13.79916  0.374
H108 14.96991 -22.91247 -12.83237  0.001
O18 13.05176 -26.94759 -2.80312  -0.599
C42 13.05406 -26.36840 -3.84451  0.411
O19 13.59971 -26.83700 -5.00696  0.030
C43 14.33136 -28.00020 -4.99219  0.015
C44 14.06999 -28.64523 -6.34184  -0.586
C45 12.43209 -25.00424 -3.97010  -0.075
H109 14.12700 -28.67976 -4.16483  0.437
H110 15.38083 -27.70638 -5.01153  -0.061
H111 14.36521 -27.90914 -7.08958  -0.518
H112 13.00040 -28.81791 -6.46131  0.361
H113 14.62002 -29.58300 -6.42013  0.423
H114 13.24824 -24.28324 -3.92371  -0.297
H115 11.67903 -24.85959 -3.19545  0.335
H116 11.96888 -25.02466 -4.95656  0.213
O20 17.49833 -26.71647 0.29382  -0.621
C46 16.83944 -27.15228 -0.61428  0.065
O21 15.89048 -28.14715 -0.55354  -0.277
C47 15.63941 -28.82621 0.69209  -0.275
C48 14.42215 -28.12076 1.39269  -0.994
C49 16.98590 -26.61178 -2.02257  -0.114
H117 16.49292 -28.98241 1.35179  0.324
H118 15.39837 -29.86122 0.44968  0.326
H119 13.56515 -28.15561 0.72005  0.246
H120 14.59220 -27.05749 1.56194  0.255
H121 14.02401 -28.62020 2.27595  0.390
H122 15.96963 -26.47257 -2.39123  0.061
H123 17.52797 -27.29756 -2.67370  0.598
H124 17.53499 -25.67476 -2.11534  0.100

Summary:
**Molar mass**: 1458.27 g mol⁻¹
**Electronic energy**: -220957.1202 eV
**Frontier orbital gap**: 7.697 eV
**E_HOMO**: -8.1 eV
**2S+1**: 1

---

[2]
Formula: C6H10O
Source: the Open Molecules 2025 dataset
Level of theory: ωB97M-V/def2-TZVPD

Each line ends with the natural charge from an NBO analysis.
Geometry (Å):
C1 -0.03103 -1.37483 -0.60240  0.619
C2 0.59057 -0.80125 0.66743  -0.351
C3 0.10489 0.13319 -0.49764  -0.129
C4 -0.15990 -0.89061 1.93978  -0.622
C5 0.99678 1.00372 -1.48425  -0.596
C6 -1.21161 0.87429 -0.24520  -0.605
O1 -0.23386 -2.38875 -1.18203  -0.492
H1 1.63354 -0.82937 0.77835  0.224
H2 0.55762 -0.64137 2.74623  0.220
H3 -0.52813 -1.93470 1.94874  0.227
H4 -0.92275 -0.07768 1.88393  0.217
H5 1.16702 1.92725 -0.92090  0.207
H6 0.48520 1.23588 -2.45044  0.222
H7 1.97871 0.61463 -1.67534  0.216
H8 -0.92351 1.67324 0.43386  0.215
H9 -1.95915 0.26279 -0.02458  0.210
H10 -1.54440 1.21357 -1.31553  0.218

Summary:
**SMILES**: C[C@H]1C(=O)C1(C)C
**Molar mass**: 98.14 g mol⁻¹
**Electronic energy**: -8428.9552 eV
**Frontier orbital gap**: 9.316 eV
**E_HOMO**: -8.5 eV
**Energy relative to the best compared isomer or geometry (same formula, charge and spin)**: 220.49 kJ/mol
**2S+1**: 1

---

[3]
Formula: C3H4N2S
Source: the Open Molecules 2025 dataset
Level of theory: ωB97M-V/def2-TZVPD

Each line ends with the natural charge from an NBO analysis.
Geometry (Å):
C1 -0.27159 -0.02391 -0.05410  -0.021
C2 0.72275 -1.06231 -0.31359  -0.347
C3 1.89648 -0.58643 0.22388  -0.048
H1 -2.19377 1.21271 -0.09782  0.146
H2 0.68757 -2.05929 -0.74271  0.232
H3 2.81180 -1.06888 0.39857  0.218
H4 2.09117 1.25732 1.34768  0.411
N1 1.57620 0.59674 0.80929  -0.340
N2 0.30355 0.92047 0.58534  -0.294
S1 -1.91505 0.00460 -0.61283  0.043

Summary:
**SMILES**: Sc1cc[nH]n1
**Molar mass**: 100.15 g mol⁻¹
**Electronic energy**: -16990.4235 eV
**Frontier orbital gap**: 9.537 eV
**E_HOMO**: -8.5 eV
**Energy relative to the best compared isomer or geometry (same formula, charge and spin)**: 103.02 kJ/mol
**2S+1**: 1